The following is a quantum chemistry calculation of C4H5CoO5 as an isolated structure at a distorted geometry, from the OMol25 dataset.

Geometry as ORCA input:
```
! RIJCOSX wB97M-V def2-TZVPD def2/J DEFGRID3
* xyz 0 5
O -1.07195 0.29084 1.02839
Co -1.82788 -0.98129 -0.37884
O -1.24255 -1.87648 1.32823
C -0.85924 -0.78684 1.82321
O 0.15036 -0.58836 2.56543
O 0.51957 -1.28071 -1.18766
C 1.64793 -1.08885 -0.79121
C 2.09665 0.07832 0.04375
O 1.12484 1.05432 0.26720
C 0.48076 1.07298 1.49433
H 2.44145 -1.84271 -0.97409
H 2.94236 0.54103 -0.49065
H 2.52388 -0.32620 0.98108
H 0.02565 2.06220 1.60682
H 1.24080 1.14309 2.28549
*
```

Summary:
energy relative to the best compared isomer or geometry (same formula, charge and spin)	305.2	kJ/mol
frontier orbital gap (alpha / beta)	6.905 / 9.534	eV
electronic energy	-52087.767	eV
⟨S²⟩	6.004



The following is a quantum chemistry calculation of a 2-piece molecular cluster, C8H8BrClN3O2 overall at a distorted geometry, from the OMol25 dataset.

Geometry as ORCA input:
```
! RIJCOSX wB97M-V def2-TZVPD def2/J DEFGRID3
* xyz 1 1
C 0.70201 1.42435 -1.99964
C -0.01695 0.79658 -2.99743
C -1.45383 -0.31564 -1.32158
C -0.82094 0.48197 -0.33307
C 0.31324 1.32649 -0.64292
C -1.04294 -0.06683 -2.60322
C 0.37400 -1.26065 2.21114
C -1.37897 0.34308 0.99687
N 0.94579 1.91319 0.39352
N 0.86825 -1.76337 3.31126
N 0.88726 -1.51458 0.98364
O 1.85760 -0.75710 0.86338
O 0.24282 -1.92082 0.04596
Cl -2.68194 -0.55878 1.39084
Br -2.10438 -1.00864 -3.97012
H 1.53830 2.01091 -2.25009
H 0.21702 1.13484 -4.04239
H -2.22736 -0.99896 -1.10254
H -0.72796 0.44505 1.95336
H 1.68396 2.49187 0.24493
H 0.60006 1.58667 1.26234
H 0.54104 -1.34549 4.21987
H 1.68390 -2.44414 3.38589
*
```

Summary:
energy relative to the best compared isomer or geometry (same formula, charge and spin)	205.3	kJ/mol
frontier orbital gap (alpha / beta)	6.395 / 6.400	eV
electronic energy	-99542.280	eV



The following is a quantum chemistry calculation of C43H41AlBrN6O2S2 as an isolated structure, from the OMol25 dataset.

Geometry as ORCA input:
```
! RIJCOSX wB97M-V def2-TZVPD def2/J DEFGRID3
* xyz -1 1
Al 0.35674 0.02339 -0.38809
C 2.96290 -3.04703 2.73012
C 2.19497 -1.79901 2.24768
N 2.21012 -0.20690 0.34723
N 3.30183 0.37661 -0.35741
C 3.03086 1.60858 -0.63231
S 1.54691 2.41063 -0.30767
S 4.30099 2.53182 -1.44420
C 5.72329 1.45288 -1.13270
C 5.98748 1.16915 0.32509
C 6.17824 -0.14063 0.75075
C 6.41590 -0.42714 2.08654
C 6.46463 0.59924 3.01897
C 6.27841 1.90935 2.60207
C 6.04257 2.19174 1.26471
C 0.80187 -1.69538 2.88204
C 0.60944 -2.32614 4.11618
C -0.56455 -2.24366 4.84453
C -1.61384 -1.49233 4.33379
C -1.45808 -0.84077 3.13127
C -0.26276 -0.90235 2.38805
O -0.23046 -0.20520 1.27792
H 3.78440 -3.27555 2.04991
H 2.32726 -3.92720 2.79790
H 3.40132 -2.87786 3.71394
H 6.56386 1.99842 -1.57345
H 5.61207 0.51706 -1.67917
H 6.10333 -0.94486 0.02889
H 6.54467 -1.45520 2.40139
H 6.63566 0.37871 4.06478
H 6.30334 2.71617 3.32326
H 5.86508 3.21172 0.94803
H 1.41384 -2.91219 4.53578
H -0.65342 -2.75653 5.79371
H -2.55102 -1.41404 4.87237
H -2.25323 -0.24131 2.70794
Br 4.19668 4.96395 -4.39971
C 2.55064 4.36912 -5.12271
C 1.38624 4.52183 -4.38353
C 0.18829 4.06657 -4.90466
C 0.15819 3.44832 -6.15338
C 1.32165 3.35780 -6.90167
C 2.52876 3.80000 -6.38340
N -1.06771 3.01648 -6.78626
N -1.93409 2.36100 -6.17390
C -1.70286 1.81222 -4.88149
C -2.73632 1.97241 -3.98760
C -2.61466 1.69036 -2.61950
C -1.41889 1.19375 -2.13022
O -1.18319 0.91876 -0.88771
C -0.36816 0.92749 -3.07786
N 0.74510 0.39568 -2.52907
C 1.73914 0.05611 -3.31050
C 1.66036 0.17442 -4.70902
C 0.54088 0.71633 -5.27482
C -0.50611 1.17554 -4.44729
H 1.41715 4.97236 -3.40131
H -0.71762 4.16983 -4.32472
H 1.27433 2.91981 -7.89096
H 3.44180 3.70767 -6.95510
H -3.65662 2.39575 -4.37476
H -3.43673 1.85720 -1.93794
H 2.62582 -0.32938 -2.82919
H 2.48186 -0.16987 -5.32091
H 0.45045 0.78309 -6.35143
C -3.94747 -1.74683 -2.74971
C -2.58813 -2.39108 -2.69379
C -2.26463 -3.43483 -3.56465
C -1.01756 -4.02627 -3.47772
C -0.66342 -5.19508 -4.36133
C -0.07306 -3.55573 -2.56876
C -0.33693 -2.47008 -1.71083
C -1.65329 -1.95288 -1.78104
N 0.53971 -1.84799 -0.85203
C 1.73417 -2.53330 -0.34671
C 2.84734 -2.71755 -1.40712
C 1.36001 -3.88490 0.26790
C 2.41906 -1.61117 0.72495
H -4.74192 -2.49618 -2.76675
H -4.04965 -1.13634 -3.65055
H -4.10588 -1.09448 -1.89126
H -2.99135 -3.79230 -4.28539
H -1.40785 -5.33433 -5.14548
H -0.60764 -6.12238 -3.78569
H 0.30811 -5.05124 -4.83850
H 0.87908 -4.06053 -2.54982
H -1.94180 -1.18998 -1.07079
H 2.49875 -3.16403 -2.33170
H 3.63941 -3.35175 -0.99778
H 3.30162 -1.75628 -1.64198
H 0.81609 -4.49212 -0.45180
H 0.70810 -3.73608 1.12848
H 2.24125 -4.44769 0.57744
H 3.49550 -1.77065 0.62128
H 2.77249 -0.95898 2.66522
H 2.05308 0.34844 1.19266
*
```

Summary:
energy relative to the best compared isomer or geometry (same formula, charge and spin)	37.0	kJ/mol
frontier orbital gap	6.435	eV
electronic energy	-156609.068	eV



Which of these has the lowest electronic energy?
C43H41AlBrN6O2S2



What is the electronic energy in the second record?
-99542.280 eV



energy relative to the best compared isomer or geometry (same formula, charge and spin) of number 1 (C4H5CoO5)?
305.2 kJ/mol



What is the electronic energy in the second record?
-99542.280 eV